87
Properties=species:S:1:pos:R:3:forces:R:3:lowdin_charge:R:1 method="wB97M-V/def2-TZVPD" energy_ha=-3080.48287 homo_lumo_gap_ev=8.55 homo_ev=-9.360
C -1.27125 5.20100 3.86606 0.03 -0.83 -0.01 0.02
C -2.79511 5.28298 3.85813 0.80 0.99 0.06 -0.52
O -3.31762 6.33800 3.63670 -0.53 -0.24 -0.15 0.13
O -3.50472 4.14703 4.13969 0.30 -0.39 -0.14 -0.01
C -4.18530 3.62858 2.99306 -0.12 0.51 -1.12 -0.12
C -3.12910 3.12059 1.96518 -0.37 0.36 1.39 -0.16
N -3.60139 1.98696 1.16228 0.66 -1.25 -1.28 -0.18
C -2.87473 1.88847 -0.15853 0.26 0.73 -0.20 -0.11
C -1.38302 2.22122 -0.07687 -0.23 0.20 -0.20 -0.18
C -0.51084 1.24931 0.41653 0.02 0.18 -0.16 -0.04
C 0.85617 1.48686 0.55990 -0.63 -0.14 0.00 -0.06
C 1.35288 2.73635 0.20761 -0.14 -0.06 -0.02 -0.07
C 0.49150 3.70118 -0.31563 0.01 0.02 0.05 -0.05
C -0.88188 3.48260 -0.47188 0.26 -0.32 0.08 -0.22
C -1.74461 4.59770 -1.04602 0.02 -0.36 0.64 -0.04
S -3.55248 0.58002 2.04046 -0.64 -0.37 3.35 0.64
O -2.36427 0.39971 2.81780 0.46 0.06 -1.31 -0.24
O -4.73192 0.47519 2.83944 -0.35 0.19 -1.10 -0.25
F -3.62770 -0.59751 0.98555 0.12 1.20 0.03 -0.15
H -0.86835 5.51939 4.83289 -0.20 -0.05 -0.09 0.09
H -0.92078 4.18361 3.66577 -0.06 0.12 0.22 0.07
H -0.84746 5.84718 3.09316 -0.32 0.09 0.17 0.09
H -4.92426 2.87083 3.24860 0.41 -0.01 0.48 0.12
H -4.72727 4.45571 2.51230 -0.07 -0.17 0.22 0.13
H -2.89676 3.97292 1.32369 0.00 -0.47 -0.31 0.12
H -2.22051 2.87318 2.52747 -0.08 -0.12 -0.25 0.12
H -3.39353 2.60818 -0.79694 0.10 -0.15 0.10 0.11
H -3.03279 0.91176 -0.61891 -0.03 0.09 0.34 0.09
H -0.93021 0.28889 0.70251 0.20 0.05 -0.04 0.10
H 1.46610 0.67454 0.94525 0.20 0.32 -0.04 0.10
H 2.40876 2.95908 0.33406 -0.14 -0.02 -0.09 0.11
H 0.89832 4.66562 -0.61526 -0.04 -0.14 0.05 0.11
H -1.14795 5.26984 -1.66700 -0.18 -0.20 -0.05 0.08
H -2.59364 4.18066 -1.59001 0.20 0.30 -0.25 0.07
H -2.17049 5.20333 -0.23196 0.10 -0.03 -0.19 0.08
O -0.74335 -1.02618 -4.03351 -1.38 3.11 1.31 -0.21
P -2.14886 -1.09359 -4.53516 0.13 -6.11 -3.66 0.60
O -2.70196 -2.48141 -3.86047 -0.15 0.76 0.01 -0.21
C -2.39994 -2.79124 -2.50387 0.19 -0.15 0.37 -0.27
C -3.24082 -1.98004 -1.53668 -0.15 -0.15 -0.18 -0.08
O -1.85145 -1.56272 -6.08877 -0.23 0.52 0.25 -0.23
C -0.67775 -1.10393 -6.76630 0.30 -0.25 -0.02 -0.29
C 0.34935 -2.21479 -6.85329 -0.02 -0.19 -0.06 -0.08
O -3.61981 -0.54342 -4.96292 1.48 2.18 1.89 -0.22
C -4.57104 -1.41922 -5.59160 -0.63 -0.46 -0.13 -0.27
C -5.75712 -1.63075 -4.67511 -0.04 0.26 0.19 -0.06
H -1.33720 -2.65078 -2.29926 0.01 0.13 -0.17 0.11
H -2.60857 -3.85359 -2.36985 -0.06 0.01 -0.16 0.12
H -3.17914 -0.91045 -1.75519 0.13 -0.03 0.02 0.06
H -2.91513 -2.15110 -0.51327 0.07 -0.03 -0.04 0.07
H -4.29189 -2.26487 -1.60550 -0.01 0.03 0.00 0.08
H -0.25843 -0.22743 -6.27226 -0.01 -0.06 0.09 0.10
H -0.97923 -0.79825 -7.77018 -0.14 -0.03 0.04 0.12
H 0.53363 -2.66206 -5.87700 0.02 0.18 0.08 0.07
H 1.29409 -1.84123 -7.25184 -0.02 0.01 -0.02 0.08
H -0.01059 -3.01231 -7.50589 0.01 0.04 -0.03 0.07
H -4.12836 -2.36911 -5.87651 0.25 0.07 0.14 0.11
H -4.89580 -0.92683 -6.50932 0.20 0.14 0.04 0.12
H -5.43262 -1.91016 -3.67389 0.08 -0.14 -0.07 0.06
H -6.40823 -2.41576 -5.06210 0.03 0.02 -0.06 0.08
H -6.33943 -0.71294 -4.57847 -0.01 -0.02 -0.04 0.08
O 3.92111 -0.89532 1.99785 -1.80 1.22 3.53 -0.22
P 4.40018 -1.97848 2.92744 4.30 -4.17 -5.71 0.65
O 6.03101 -1.77340 2.80022 -0.62 0.07 0.83 -0.22
C 6.61035 -0.47798 2.89810 0.18 0.40 -0.08 -0.29
C 6.65882 0.01345 4.33311 0.10 -0.15 0.08 -0.08
O 4.16058 -3.22552 1.85834 -0.47 -0.06 0.46 -0.24
C 3.02839 -3.21974 0.98335 0.16 0.12 -0.33 -0.29
C 3.45182 -2.86897 -0.42941 0.12 -0.07 -0.11 -0.08
O 4.49584 -3.08168 4.13070 -1.91 2.75 1.12 -0.23
C 5.44746 -4.15766 4.06714 0.68 -0.45 0.14 -0.27
C 6.47621 -3.99785 5.16598 -0.14 0.16 0.27 -0.06
H 6.07974 0.23590 2.26598 -0.16 -0.12 -0.01 0.10
H 7.62398 -0.55724 2.50199 -0.04 -0.16 -0.01 0.12
H 5.67739 -0.05230 4.81021 -0.03 0.12 -0.06 0.07
H 7.00072 1.04853 4.37299 -0.05 0.00 -0.02 0.08
H 7.34844 -0.58932 4.92585 -0.02 -0.02 0.00 0.07
H 2.26243 -2.53027 1.33989 0.07 0.05 0.00 0.10
H 2.59675 -4.22253 1.00231 0.08 -0.03 0.10 0.11
H 4.04606 -1.95593 -0.45078 -0.13 0.08 0.11 0.07
H 2.58212 -2.73630 -1.07576 0.00 -0.02 0.00 0.07
H 4.07418 -3.66330 -0.84546 -0.04 -0.03 0.00 0.07
H 5.92683 -4.22489 3.09566 -0.13 0.26 -0.08 0.11
H 4.88829 -5.08279 4.21556 -0.21 0.16 -0.05 0.12
H 6.88805 -2.98985 5.17221 0.06 -0.02 -0.17 0.06
H 7.29407 -4.70784 5.03432 -0.05 -0.03 -0.04 0.08
H 6.02504 -4.16544 6.14532 0.01 -0.03 -0.02 0.08